(1)
The following is a DFT calculation (the ωB97M-V functional and the def2-TZVPD basis) of a molecular structure, C6H19B5CaF12N3O3Sn2 in a non-equilibrium geometry.

Cartesian coordinates (Å):
Ca: 0.575 3.513 -1.517
Sn: 3.752 0.502 -2.049
Sn: 2.511 2.907 2.708
N: 2.232 5.803 0.694
O: 1.664 4.738 0.304
O: 2.855 5.735 1.788
O: 2.133 6.841 0.101
B: 2.374 3.127 -3.066
H: 1.652 3.806 -3.620
H: 1.836 2.159 -2.801
H: 3.334 2.803 -3.701
H: 2.680 3.637 -2.104
B: 1.724 1.628 -0.131
H: 2.001 0.693 0.544
H: 2.584 2.310 -0.427
H: 1.180 1.327 -1.069
H: 1.004 2.282 0.431
C: -4.119 -5.105 0.753
C: -2.748 -5.336 1.367
N: -1.905 -4.147 1.358
C: -0.545 -4.142 1.539
C: -0.073 -2.896 1.307
N: -1.183 -2.125 1.068
C: -2.266 -2.891 1.078
C: -1.270 -0.660 0.822
H: -4.657 -6.041 0.627
H: -4.066 -4.560 -0.189
H: -4.758 -4.504 1.406
H: -2.267 -6.141 0.811
H: -2.832 -5.709 2.388
H: -0.125 -5.113 1.740
H: 0.951 -2.578 1.315
H: -3.243 -2.571 0.763
H: -2.135 -0.429 0.221
H: -0.267 -0.391 0.493
H: -1.160 -0.330 1.856
B: 2.423 -2.455 -0.791
F: 1.186 -1.838 -1.053
F: 2.268 -3.771 -0.411
F: 3.197 -2.397 -1.956
F: 3.023 -1.621 0.209
B: -0.716 3.031 2.257
F: 0.402 3.573 3.094
F: -0.818 3.878 1.163
F: -0.266 1.746 1.886
F: -1.816 2.978 3.061
B: -1.281 1.760 -2.890
F: -2.559 1.515 -3.318
F: -0.668 2.895 -3.456
F: -1.287 1.952 -1.473
F: -0.512 0.609 -3.131

Values from the calculation:
Frontier orbital gap, eV: 6.554
HOMO level, eV: -12.85
Strongest force on any atom, eV/Å: 3.278
Net charge: +1
LUMO level, eV: -6.3

(2)
The following is a DFT calculation (the ωB97M-V functional and the def2-TZVPD basis) of a molecular structure, C49H57AsBrHfN3O2Si4.

Cartesian coordinates (Å):
Hf: 0.480 -0.042 0.475
C: -0.071 -0.063 3.994
O: -0.232 0.636 2.718
C: -0.759 1.929 2.879
C: -1.654 2.348 3.845
C: -2.130 3.653 3.759
Br: -3.382 4.237 5.031
C: -1.709 4.519 2.762
C: -0.754 4.107 1.839
C: -0.299 2.803 1.927
O: 0.567 2.212 1.010
C: -0.300 4.997 0.761
N: -1.088 5.580 -0.083
C: -0.249 6.328 -0.902
C: -0.569 7.162 -1.973
C: 0.466 7.842 -2.580
C: 1.791 7.714 -2.132
C: 2.126 6.882 -1.083
C: 1.081 6.178 -0.496
N: 1.042 5.261 0.551
H: -1.036 -0.182 4.469
H: 0.607 0.528 4.609
H: 0.343 -1.031 3.760
H: -2.015 1.709 4.634
H: -2.102 5.523 2.695
H: 0.767 2.835 0.274
H: -1.595 7.276 -2.294
H: 0.256 8.505 -3.408
H: 2.570 8.280 -2.624
H: 3.148 6.799 -0.737
H: 1.756 5.174 1.256
C: 2.101 -2.226 4.808
Si: 1.837 -3.230 3.234
C: 1.570 -5.000 3.765
C: 3.502 -3.081 2.364
Si: 0.116 -2.586 1.616
Si: -2.239 -2.156 1.871
C: -3.035 -1.057 3.175
C: -3.229 -3.740 2.000
C: -2.596 -1.238 0.240
Si: -0.032 -4.629 0.341
C: -0.764 -6.041 1.338
C: 1.690 -5.172 -0.158
C: -1.188 -4.459 -1.136
H: 2.976 -2.676 5.286
H: 1.281 -2.281 5.526
H: 2.343 -1.178 4.630
H: 2.314 -5.243 4.529
H: 1.708 -5.701 2.944
H: 0.582 -5.162 4.198
H: 4.266 -3.487 3.032
H: 3.753 -2.029 2.216
H: 3.585 -3.600 1.410
H: -2.891 -1.400 4.201
H: -4.106 -1.133 2.970
H: -2.780 -0.004 3.101
H: -2.795 -4.385 2.764
H: -3.284 -4.307 1.075
H: -4.251 -3.511 2.308
H: -1.832 -0.525 -0.125
H: -3.493 -0.620 0.332
H: -2.724 -1.917 -0.604
H: -0.244 -6.261 2.265
H: -0.708 -6.937 0.713
H: -1.813 -5.880 1.574
H: 2.330 -5.312 0.713
H: 2.189 -4.497 -0.848
H: 1.609 -6.144 -0.653
H: -2.221 -4.606 -0.828
H: -0.951 -5.249 -1.852
H: -1.128 -3.504 -1.659
C: -0.545 1.122 -1.199
C: 0.160 2.259 -1.929
C: 1.447 2.716 -1.658
C: 2.052 3.699 -2.432
C: 1.367 4.247 -3.504
C: 0.055 3.848 -3.765
C: -0.531 2.874 -2.982
C: 2.021 5.205 -4.352
N: 2.541 5.963 -5.039
H: -1.050 0.536 -1.970
H: -1.389 1.575 -0.646
H: 2.055 2.272 -0.871
H: 3.069 4.009 -2.228
H: -0.486 4.287 -4.591
H: -1.536 2.544 -3.214
C: 3.065 -5.046 -4.411
C: 3.837 -4.175 -3.655
C: 3.231 -3.160 -2.930
C: 1.847 -3.034 -2.948
C: 1.072 -3.893 -3.715
C: 1.685 -4.900 -4.447
As: 0.942 -1.511 -2.133
C: 2.412 -0.510 -1.331
C: 2.855 -0.554 -0.004
C: 3.950 0.224 0.392
C: 4.626 0.971 -0.561
C: 4.188 1.015 -1.881
C: 3.041 0.328 -2.268
C: 2.374 0.400 -3.572
C: 2.778 1.192 -4.642
C: 2.014 1.215 -5.798
C: 0.851 0.462 -5.891
C: 0.439 -0.335 -4.828
C: 1.204 -0.362 -3.678
H: 3.539 -5.834 -4.980
H: 4.913 -4.283 -3.632
H: 3.848 -2.481 -2.353
H: -0.006 -3.790 -3.756
H: 1.083 -5.570 -5.045
H: 2.452 -1.318 0.685
H: 4.315 0.185 1.410
H: 5.508 1.528 -0.275
H: 4.726 1.624 -2.595
H: 3.674 1.796 -4.580
H: 2.327 1.826 -6.635
H: 0.264 0.490 -6.799
H: -0.464 -0.927 -4.916

Values from the calculation:
Frontier orbital gap, eV: 6.141
HOMO level, eV: -12.81
Strongest force on any atom, eV/Å: 0.502
Net charge: +2
LUMO level, eV: -6.7

(3)
The following is a DFT calculation (the ωB97M-V functional and the def2-TZVPD basis) of C3H8N2O2 in the gas phase in a non-equilibrium geometry.

Cartesian coordinates (Å):
N: 0.991 -1.228 -2.093
C: 1.083 -0.324 -1.047
O: 1.924 0.540 -1.024
C: 0.090 -0.622 0.031
N: -0.107 0.446 0.981
C: -1.213 0.434 1.844
O: -2.441 0.868 1.241
H: 1.771 -1.520 -2.647
H: 0.101 -1.581 -2.406
H: -0.871 -0.774 -0.489
H: 0.276 -1.546 0.572
H: 0.572 1.160 1.090
H: -1.456 -0.613 2.133
H: -1.127 0.916 2.810
H: -2.258 1.466 0.493

Values from the calculation:
Frontier orbital gap, eV: 9.872
HOMO level, eV: -9.11
Strongest force on any atom, eV/Å: 2.061
ΔE to the lowest compared entry with this formula, charge and spin, eV: 1.356
LUMO level, eV: 0.8
SMILES string: NC(=O)CNCO